--- 1 ---
{
  "formula": "C5H4O",
  "method": "wB97M-V/def2-TZVPD",
  "elements": ["H", "C", "C", "C", "C", "C", "H", "H", "O", "H"],
  "positions_angstrom": [[1.69004, 0.56178, 0.08514], [-2.11932, 0.62172, -0.54247], [0.54580, 0.55074, 0.07736], [-1.52397, -0.70921, -0.15897], [0.05670, 1.79556, 0.13494], [-0.19536, -0.65960, 0.30250], [0.33474, -1.62647, 0.22208], [0.59159, 2.64659, -0.30901], [-2.58409, 0.16049, 0.53025], [-1.82329, -1.70667, -0.58665]],
  "lumo_energy_ev": [-0.88, -1.06],
  "homo_ev": [-7.9, -8.7],
  "total_charge": 0
}


--- 2 ---
{
  "formula": "C5H4O",
  "method": "wB97M-V/def2-TZVPD",
  "elements": ["H", "H", "H", "H", "C", "O", "C", "C", "C", "C"],
  "positions_angstrom": [[-0.97010, -2.03500, -0.17678], [1.77785, 1.07487, 0.32438], [-0.11966, 2.28777, -0.11788], [1.63119, -1.42478, 0.00306], [-1.16359, 0.05350, -0.16971], [-2.33989, 0.12004, 0.12944], [-0.18286, 1.20244, -0.12900], [-0.42028, -1.08242, 0.07106], [0.80682, -0.76491, -0.08331], [0.98053, 0.56849, 0.14874]],
  "lumo_energy_ev": -0.89,
  "homo_ev": -9.2,
  "total_charge": 0
}


--- 3 ---
{
  "formula": "C5H4O",
  "method": "wB97M-V/def2-TZVPD",
  "elements": ["C", "C", "H", "C", "H", "C", "H", "C", "O", "H"],
  "positions_angstrom": [[2.87525, 1.74070, -0.47386], [-1.97333, -0.88803, 0.40706], [0.26870, -1.31405, 1.12213], [2.16603, 0.99030, -1.03601], [3.73306, 2.11304, 0.04731], [-0.60696, -1.06544, 0.54248], [-3.89309, -0.67182, 0.72623], [-1.04922, -0.17759, -0.44434], [-3.10700, -1.21045, 0.98503], [1.58654, 0.48333, -1.87602]],
  "lumo_energy_ev": 0.46,
  "homo_ev": -8.8,
  "total_charge": 0
}


In terms of stability, 2 leads; the second structure lies 0.1179 hartree higher.


--- 1 ---
{
  "formula": "C5H4O",
  "method": "wB97M-V/def2-TZVPD",
  "elements": ["H", "H", "O", "H", "C", "C", "C", "C", "C", "H"],
  "positions_angstrom": [[3.46288, -0.88336, 1.68410], [-0.80075, 0.79084, 1.19509], [0.53421, -0.32794, -1.56991], [-3.05307, 0.63124, -0.49289], [0.41975, -0.04654, -0.33947], [2.46249, -0.73605, 1.22750], [-1.91472, 0.43256, -0.70987], [1.46910, -0.27118, 0.59347], [-0.81140, 0.52918, 0.18725], [-1.76848, -0.11873, -1.77527]],
  "lumo_energy_ev": -0.90,
  "homo_ev": -10.1,
  "total_charge": 0
}


--- 2 ---
{
  "formula": "C5H4O",
  "method": "wB97M-V/def2-TZVPD",
  "elements": ["C", "O", "C", "C", "C", "H", "H", "C", "H", "H"],
  "positions_angstrom": [[1.74548, 0.63071, 0.67958], [-0.03830, 3.02253, -1.25641], [-0.07776, 1.89369, -0.83799], [-1.76559, -0.26635, -0.85327], [-0.69226, 0.60584, -0.54490], [2.59350, 1.41508, 0.84404], [1.95176, -0.22992, 1.17746], [0.59718, 0.99027, 0.01794], [-2.28123, 0.29181, -1.62058], [-1.71945, -1.31525, -0.78135]],
  "lumo_energy_ev": -1.59,
  "homo_ev": -9.4,
  "total_charge": 0
}


In terms of stability, 1 leads; the second structure lies 0.0203 hartree higher.


--- 1 ---
{
  "formula": "C5H4O",
  "method": "wB97M-V/def2-TZVPD",
  "elements": ["O", "C", "C", "H", "H", "H", "C", "C", "C", "H"],
  "positions_angstrom": [[1.64403, 0.66277, 2.01663], [0.87569, 0.28286, 1.13908], [-0.41116, 0.01030, 0.69430], [-2.28873, 1.11229, 1.26174], [0.44816, -1.35869, -1.86539], [-2.22397, 0.36995, -0.55459], [-1.90679, 0.46323, 0.53584], [0.66570, -0.30072, -0.18845], [1.08162, -0.76378, -1.35631], [2.11546, -0.47821, -1.68283]],
  "lumo_energy_ev": [-1.66, -1.30],
  "homo_ev": [-9.5, -9.0],
  "total_charge": 0
}


--- 2 ---
{
  "formula": "C5H4O",
  "method": "wB97M-V/def2-TZVPD",
  "elements": ["H", "O", "C", "C", "C", "C", "C", "H", "H", "H"],
  "positions_angstrom": [[-1.80933, 1.51956, 1.40064], [-1.01675, 1.24956, 1.87502], [0.48007, -2.67706, -2.02986], [0.35247, -1.60399, -1.53377], [-0.04433, 0.44110, 0.09500], [0.06664, -0.42495, -0.77917], [0.11300, 1.44680, 1.12547], [0.12321, 2.35528, 0.56888], [0.99431, 1.28540, 1.75789], [0.74073, -3.59169, -2.48009]],
  "lumo_energy_ev": 0.65,
  "homo_ev": -9.5,
  "total_charge": 0
}


In terms of stability, 2 leads; the second structure lies 0.0330 hartree higher.


--- 1 ---
{
  "formula": "C7H12N3",
  "method": "wB97M-V/def2-TZVPD",
  "elements": ["C", "H", "H", "H", "H", "C", "H", "C", "N", "H", "C", "H", "H", "C", "H", "H", "H", "C", "N", "N", "H", "C"],
  "positions_angstrom": [[0.67050, -3.21070, -0.62505], [-1.65886, 2.54811, 1.75643], [0.17319, -0.54119, -0.92995], [1.62273, -3.78994, -0.91309], [1.48864, -2.64299, 2.44209], [0.52706, -0.85692, 2.14992], [0.66654, -0.59700, 3.17089], [-0.54957, 1.20839, 0.97402], [-1.24311, 1.64500, 1.91452], [-0.30922, 3.64034, -1.40642], [-0.11164, 1.99158, -0.18051], [-1.64317, 2.48941, -1.57655], [0.29710, -2.68901, -1.54712], [-1.01663, 3.02512, -0.92175], [-1.62658, 3.65811, -0.17256], [0.06689, -3.97926, -0.19211], [0.42742, 1.32514, -0.91961], [0.81126, -2.09548, 0.35177], [0.23864, -0.92887, 0.01431], [0.94468, -2.04633, 1.71708], [0.73323, 2.52352, 0.25070], [0.07212, -0.10213, 1.12227]],
  "lumo_energy_ev": -3.44,
  "homo_ev": -13.5,
  "total_charge": 1
}


--- 2 ---
{
  "formula": "C7H12N3",
  "method": "wB97M-V/def2-TZVPD",
  "elements": ["C", "C", "H", "C", "H", "H", "H", "N", "C", "N", "C", "H", "H", "C", "H", "C", "H", "N", "H", "H", "H", "H"],
  "positions_angstrom": [[-2.80357, 1.18195, 0.13282], [-3.06908, -0.22438, 0.23966], [1.16695, -1.40636, -0.14443], [-2.14070, -1.14037, 0.13110], [3.95830, -0.14973, 0.00432], [-4.08754, -0.33014, 0.55492], [2.37630, -0.00943, -1.37166], [0.88821, 0.93739, -0.35010], [0.20305, -1.81185, -0.16706], [-0.77789, -0.71873, 0.00288], [-0.41325, 0.55757, -0.18808], [0.85752, 2.22488, -0.45144], [0.07160, -2.62543, 0.59801], [3.25537, 0.39261, 0.50710], [-1.07886, 2.52874, -0.38380], [-1.49466, 1.49360, -0.16168], [0.00703, -2.29772, -1.12406], [2.02794, 0.18296, -0.45525], [-2.19407, -2.26108, 0.35175], [3.56338, 1.44857, 0.55519], [-3.35201, 2.03057, 0.21883], [3.03600, -0.00363, 1.50097]],
  "lumo_energy_ev": -3.84,
  "homo_ev": -13.0,
  "total_charge": 1
}


In terms of stability, 1 leads; the second structure lies 0.0928 hartree higher.


--- 1 ---
{
  "formula": "C7H12N3",
  "method": "wB97M-V/def2-TZVPD",
  "elements": ["H", "N", "H", "C", "H", "H", "C", "C", "H", "H", "H", "H", "H", "N", "N", "H", "C", "C", "C", "H", "H", "C"],
  "positions_angstrom": [[3.41721, -1.01208, -1.94917], [1.62939, -0.93143, -0.85007], [-4.74110, 0.47743, 0.93841], [-1.39099, -0.47836, -0.29524], [3.16789, -2.20535, -0.71448], [3.14424, 1.61813, -0.22558], [-2.59392, -0.69734, -1.02332], [2.19652, 1.96674, 0.13140], [-4.46399, -0.99348, -1.35662], [-4.78622, -1.20791, 1.11461], [3.79643, -0.64425, -0.39143], [2.19594, 0.26910, 1.61816], [-3.27742, -0.38564, 1.32392], [-3.79315, -0.70748, -0.62448], [-0.30054, -0.34331, 0.03701], [2.16116, 2.87142, 0.69014], [1.48811, 0.83729, 0.97595], [-4.21247, -0.48850, 0.73565], [1.01819, -0.19234, -0.02200], [0.74541, 1.16275, 1.67230], [1.61626, 2.23807, -0.79538], [2.98305, -1.15346, -0.98979]],
  "lumo_energy_ev": -5.57,
  "homo_ev": -13.5,
  "total_charge": 1
}


--- 2 ---
{
  "formula": "C7H12N3",
  "method": "wB97M-V/def2-TZVPD",
  "elements": ["H", "C", "H", "H", "H", "N", "H", "H", "C", "N", "H", "H", "H", "H", "H", "H", "C", "C", "C", "C", "C", "N"],
  "positions_angstrom": [[3.70381, 2.16785, 2.76694], [-1.71168, -1.65030, -2.05802], [-1.10101, 2.67504, -0.13750], [-2.33396, 0.56840, -2.24631], [-3.04537, -0.08265, -0.88064], [3.61274, 1.19135, 2.55214], [2.62243, -0.79907, 0.44260], [-2.38099, -2.40542, -1.99502], [0.14690, 1.01203, 0.67178], [-0.01079, -0.19766, -0.02857], [3.73786, -1.12505, 1.80936], [-1.48488, -1.43811, -3.04855], [0.95932, 2.24609, 1.92391], [1.89216, -1.22779, 1.94167], [-0.80716, -2.11047, -1.58188], [-1.82745, 1.72979, 1.07317], [2.76022, -0.72879, 1.60150], [-2.08770, -0.25417, -1.50251], [-1.18615, 1.56058, 0.24405], [2.62654, 0.75224, 1.91471], [-1.14702, 0.26157, -0.51576], [1.17072, 1.37524, 1.45418]],
  "lumo_energy_ev": -4.72,
  "homo_ev": -14.6,
  "total_charge": 1
}


In terms of stability, 2 leads; the second structure lies 0.0446 hartree higher.


--- 1 ---
{
  "formula": "C3H3NO3",
  "method": "wB97M-V/def2-TZVPD",
  "elements": ["O", "H", "N", "H", "H", "C", "O", "C", "O", "C"],
  "positions_angstrom": [[0.51178, 0.70845, 2.34274], [1.15766, -0.74754, -1.61069], [1.23205, -0.99122, -0.61790], [-1.86061, 1.58895, -1.01981], [0.93251, -1.24373, 1.94925], [0.60955, -0.16362, 0.09524], [-1.75154, -0.42100, -1.39751], [-1.35210, 0.62456, -0.98732], [-0.16903, 0.87237, -0.36280], [0.68974, -0.22723, 1.60881]],
  "lumo_energy_ev": -0.37,
  "homo_ev": -10.7,
  "total_charge": 0
}


--- 2 ---
{
  "formula": "C3H3NO3",
  "method": "wB97M-V/def2-TZVPD",
  "elements": ["H", "O", "C", "H", "H", "C", "O", "O", "C", "N"],
  "positions_angstrom": [[-0.49730, -1.82461, 0.26286], [-2.35277, 0.02158, -0.23381], [0.96142, 0.11510, -0.08339], [2.73685, 0.50765, -0.27461], [-2.26778, -1.11088, 0.55005], [-1.00665, 0.30167, -0.15271], [-0.53335, 1.56882, 0.06331], [2.26723, -0.33775, -0.11855], [-0.17079, -0.69531, 0.02800], [0.86314, 1.45374, -0.04114]],
  "lumo_energy_ev": -1.04,
  "homo_ev": -9.5,
  "total_charge": 0
}


--- 3 ---
{
  "formula": "C3H3NO3",
  "method": "wB97M-V/def2-TZVPD",
  "elements": ["C", "H", "O", "H", "C", "O", "O", "H", "C", "N"],
  "positions_angstrom": [[-0.15618, 0.27419, 0.42694], [-1.33692, -1.13937, -1.48640], [-0.23045, -2.63785, -0.66760], [1.28766, -0.09187, -1.08578], [0.41715, 1.57556, 0.99105], [-0.17990, 2.10419, 1.88855], [-1.18009, -0.18582, 0.89878], [1.36118, 1.99462, 0.58059], [-0.43660, -1.50001, -0.95962], [0.45414, -0.39362, -0.58651]],
  "lumo_energy_ev": -0.50,
  "homo_ev": -10.4,
  "total_charge": 0
}


In terms of stability, 1 leads; the second structure lies 0.0025 hartree higher.


--- 1 ---
{
  "formula": "C3H3NO3",
  "method": "wB97M-V/def2-TZVPD",
  "elements": ["O", "C", "H", "O", "N", "O", "C", "H", "H", "C"],
  "positions_angstrom": [[-2.16883, -1.65245, 0.48717], [-0.31796, -0.19882, 0.11830], [-0.34732, 1.68596, -0.70593], [0.60239, -0.98124, 0.53901], [0.17756, 0.90828, -0.32616], [2.47733, 0.65852, 0.86619], [1.79057, 0.16656, 0.04049], [-2.47365, 0.22652, -0.20926], [2.04493, -0.24101, -0.94185], [-1.78503, -0.57233, 0.13207]],
  "lumo_energy_ev": -0.74,
  "homo_ev": -10.4,
  "total_charge": 0
}


--- 2 ---
{
  "formula": "C3H3NO3",
  "method": "wB97M-V/def2-TZVPD",
  "elements": ["H", "C", "O", "H", "C", "O", "O", "H", "C", "N"],
  "positions_angstrom": [[2.89127, -0.22914, 0.06055], [1.84975, -0.32722, 0.38190], [1.43546, -1.03297, 1.25691], [-1.26527, -0.60189, 1.60248], [-0.25025, 0.35962, -0.18461], [-2.20076, 0.11073, -0.27180], [1.08389, 0.49169, -0.37877], [-1.16258, 0.57213, -2.01595], [-1.15014, -0.23420, 0.59527], [-1.23137, 0.89124, -1.04597]],
  "lumo_energy_ev": 0.78,
  "homo_ev": -8.9,
  "total_charge": 0
}


In terms of stability, 1 leads; the second structure lies 0.0616 hartree higher.